One molecule with the formula C4H6N2, computed with wB97M-V/def2-TZVPD.

The SMILES is Cc1cnc[nH]1. The calculation puts the LUMO energy at 0.91 eV. For the energy relative to the best compared isomer or geometry (same formula, charge and spin), the calculation gives 79.6 kJ/mol. Its frontier orbital gap is 9.364 eV.

The geometry in ORCA input format:
```
! wB97M-V def2-TZVPD RIJCOSX def2/J DEFGRID3
* xyz 0 1
C -1.80665 1.15803 -0.19489
C -0.60041 0.23539 -0.04707
C -0.27825 -0.98795 -0.61856
N 1.08726 -1.19114 -0.39460
C 1.49164 -0.31301 0.46823
N 0.47437 0.65055 0.71952
H -2.33231 0.77077 -1.08304
H -2.30671 0.95217 0.78521
H -1.47905 2.15045 -0.42007
H -0.79651 -1.65575 -1.33350
H 2.59045 -0.36859 0.72301
H 0.55469 1.38039 1.40775
*
```

Here are the Mulliken charges for atoms 1 to 8, given in e: -0.99 0.47 -0.41 -0.50 -0.18 -0.13 0.23 0.28

=====

A 2-piece molecular cluster, C6H8N2O2 overall, computed with wB97M-V/def2-TZVPD.

The SMILES is O=c1cc[nH]c(=O)[nH]1.C=C. The calculation puts the LUMO energy at 0.04 eV. For the energy relative to the best compared isomer or geometry (same formula, charge and spin), the calculation gives 300.5 kJ/mol. Its frontier orbital gap is 8.399 eV.

The geometry in ORCA input format:
```
! wB97M-V def2-TZVPD RIJCOSX def2/J DEFGRID3
* xyz 0 1
O -1.14827 0.17534 0.64373
C -0.33310 0.01930 -0.32062
C 1.08811 -0.19013 -0.20778
C 1.71142 -0.70529 -1.34004
N 1.04634 -0.98140 -2.43971
C -0.20082 -0.38408 -2.73527
O -0.49593 -0.20361 -3.92815
N -0.81534 0.08344 -1.66189
H 1.49819 -0.31992 0.85065
H 2.85833 -0.91180 -1.18570
H 1.74214 -1.07707 -3.33017
H -1.80054 0.50733 -1.68924
C -0.46186 0.84725 2.45360
C -1.27442 0.47507 3.38589
H -0.71492 1.70433 1.79694
H 0.39568 0.30889 2.15626
H -2.23597 0.93589 3.59682
H -0.85903 -0.28353 3.95468
*
```

Here are the Mulliken charges for atoms 1 to 8, given in e: -0.55 0.77 -0.57 -0.08 -0.20 0.32 -0.63 -0.06

=====

C4H12FeO14S3 as an isolated structure, computed with wB97M-V/def2-TZVPD.

As for the expectation value of S²: 8.76. The calculation puts the LUMO energy (spin up / spin down) at 7.03 / 7.02 eV. For the energy relative to the best compared isomer or geometry (same formula, charge and spin), the calculation gives 0.0 kJ/mol. Its frontier orbital gap (spin up / spin down) is 6.111 / 6.091 eV.

The geometry in ORCA input format:
```
! wB97M-V def2-TZVPD RIJCOSX def2/J DEFGRID3
* xyz -3 6
Fe 0.10762 -0.74009 -0.44677
S 3.27508 -0.33772 -1.40166
O 3.79776 -1.55159 -0.80060
O 1.81170 -0.31633 -1.03462
O 3.90873 0.85672 -0.88080
O 3.48227 -0.38363 -2.85463
S 0.56739 -2.85069 1.04630
O -0.51785 -3.52929 1.74042
O 1.83033 -3.43157 1.28418
O 0.31793 -2.63623 -0.42851
O 0.61163 -1.38815 1.31269
S -3.11302 -1.18532 0.22390
O -1.74135 -0.76312 -0.13578
O -3.97042 0.03969 0.29841
O -3.64551 -2.07275 -0.81363
O -3.05850 -1.78792 1.53041
C 0.00858 0.36451 -3.40444
O -0.50195 -0.55338 -2.45034
H 1.03103 0.12884 -3.70229
H -0.61273 0.50528 -4.28882
H 0.13685 1.29372 -2.84765
H -1.31935 -0.92683 -2.78931
C -1.45247 1.35217 2.14065
C -0.26064 1.97696 1.38105
C 1.02596 2.01562 2.13834
O -0.06499 1.30580 0.11788
H -1.84731 2.02890 2.90140
H -1.28589 0.39992 2.64479
H -2.38559 1.19494 1.59757
H -0.61511 2.99990 1.24126
H 1.70471 2.59140 1.50861
H 1.38291 1.01411 2.37903
H 0.85654 2.47184 3.11460
H 0.53566 1.91429 -0.32163
*
```

Here are the Mulliken charges for atoms 1 to 8, given in e: 1.13 1.10 -0.72 -0.18 -0.80 -0.81 1.43 -0.69

=====

One molecule with the formula C4H8O2S, computed with wB97M-V/def2-TZVPD.

The SMILES is O=C(O)CCCS. The calculation puts the LUMO energy at 0.67 eV. For the energy relative to the best compared isomer or geometry (same formula, charge and spin), the calculation gives 29.7 kJ/mol. Its frontier orbital gap is 9.896 eV.

The geometry in ORCA input format:
```
! wB97M-V def2-TZVPD RIJCOSX def2/J DEFGRID3
* xyz 0 1
O -0.10385 -2.31108 1.40137
C 0.50146 -1.32039 1.07271
O 1.13134 -0.54493 1.96149
C 0.80461 -1.01591 -0.36407
C 0.19512 0.33038 -0.78631
C -1.08177 0.78889 -0.10426
S -1.92341 2.07916 -1.10650
H 0.71175 -0.78904 2.80684
H 0.46052 -1.78327 -1.05129
H 1.88231 -0.91421 -0.53389
H 0.95426 1.11582 -0.66189
H 0.08423 0.34207 -1.86723
H -0.89839 1.17154 0.90875
H -1.80708 -0.01552 -0.13137
H -0.91110 2.86650 -1.54435
*
```

Here are the Mulliken charges for atoms 1 to 8, given in e: -0.56 0.50 -0.43 -0.49 -0.77 -0.51 -0.25 0.34

=====

An isolated ion of composition C3H10NS and charge +1, computed with wB97M-V/def2-TZVPD.

The SMILES is CS[C@H](C)[NH3+]. The calculation puts the LUMO energy at -3.88 eV. For the energy relative to the best compared isomer or geometry (same formula, charge and spin), the calculation gives 179.8 kJ/mol. Its frontier orbital gap is 9.552 eV.

The geometry in ORCA input format:
```
! wB97M-V def2-TZVPD RIJCOSX def2/J DEFGRID3
* xyz 1 1
C -2.24685 -0.33751 -0.53375
S -1.30119 0.41475 0.78021
C 0.40145 -0.05525 -0.07604
C 1.24391 -1.02670 0.65476
N 1.15883 1.24674 0.10579
H -3.34292 -0.25600 -0.36218
H -2.03141 -1.41156 -0.83300
H -2.31091 0.33454 -1.49638
H 0.32904 -0.03855 -1.19052
H 1.15098 -0.91010 1.80280
H 0.93637 -1.94641 0.22263
H 2.24241 -0.94062 0.48382
H 2.00923 1.31174 -0.39398
H 1.09523 1.46349 1.14072
H 0.66582 2.15145 -0.30489
*
```

Here are the Mulliken charges for atoms 1 to 8, given in e: -0.82 0.03 -0.18 -1.19 -0.44 0.34 0.31 0.28